121
Properties=species:S:1:pos:R:3 method="wB97M-V/def2-TZVPD" homo_lumo_gap_ha=0.1955 total_charge=+1 homo_energy_ev=-10.18 e_tot_ha=-3183.45969
C 2.914 -2.337 -2.029
C 4.024 -2.026 -1.035
C 3.835 -2.868 0.228
C 5.327 -2.449 -1.741
C 4.183 -0.528 -0.630
C 5.327 -0.240 0.127
C 5.844 1.048 0.191
C 5.255 2.065 -0.559
C 4.099 1.817 -1.303
C 3.669 2.795 -2.423
C 3.431 2.035 -3.730
C 4.774 3.813 -2.710
C 2.412 3.545 -1.996
C 3.414 0.600 -1.039
N 1.977 0.539 -1.174
C 0.970 0.922 -0.328
C 1.100 1.614 0.908
C 0.759 0.888 2.152
C -0.400 1.211 2.898
C -0.862 0.407 3.925
C -0.155 -0.788 4.201
N -0.812 -1.916 4.799
O -0.371 -3.054 4.466
O -1.775 -1.755 5.580
C 1.100 -1.044 3.610
C 1.564 -0.200 2.617
N -0.198 0.438 -0.928
C -1.521 0.423 -0.346
C -2.279 1.618 -0.355
C -2.100 2.838 -1.311
C -3.455 3.522 -1.551
C -1.574 2.561 -2.704
C -1.116 3.793 -0.629
C -3.185 1.818 0.702
C -3.488 0.801 1.589
C -2.874 -0.442 1.450
C -1.952 -0.706 0.434
C -1.522 -2.201 0.225
C -2.142 -3.141 1.273
C -0.019 -2.377 0.381
C -1.951 -2.731 -1.144
C 0.162 -0.043 -2.202
C -0.707 -0.453 -3.320
C -2.126 -0.441 -3.310
C -2.852 -0.715 -4.469
C -2.190 -1.042 -5.658
C -0.789 -1.094 -5.686
C -0.058 -0.829 -4.528
N 1.466 0.032 -2.354
H 2.895 -1.603 -2.838
H 3.094 -3.326 -2.479
H 1.926 -2.378 -1.562
H 4.698 -2.782 0.898
H 2.946 -2.546 0.788
H 3.709 -3.927 -0.036
H 6.209 -2.353 -1.097
H 5.253 -3.493 -2.073
H 5.485 -1.819 -2.628
H 5.853 -1.062 0.615
H 6.752 1.243 0.760
H 5.723 3.051 -0.581
H 2.662 1.269 -3.627
H 3.117 2.737 -4.512
H 4.355 1.535 -4.046
H 4.967 4.459 -1.847
H 5.704 3.302 -2.990
H 4.476 4.456 -3.548
H 2.586 4.079 -1.049
H 2.110 4.260 -2.778
H 1.588 2.847 -1.816
H 1.909 2.362 0.904
H -0.927 2.127 2.624
H -1.793 0.604 4.455
H 1.649 -1.928 3.926
H 2.537 -0.375 2.140
H -3.860 4.009 -0.660
H -3.351 4.295 -2.324
H -4.181 2.780 -1.906
H -0.580 2.119 -2.707
H -2.257 1.925 -3.272
H -1.489 3.520 -3.238
H -0.390 3.197 -0.050
H -0.539 4.399 -1.346
H -1.649 4.471 0.063
H -3.677 2.782 0.825
H -4.209 0.976 2.393
H -3.112 -1.212 2.191
H -3.236 -3.081 1.285
H -1.870 -4.179 1.037
H -1.745 -2.944 2.279
H 0.518 -1.658 -0.239
H 0.276 -2.223 1.429
H 0.275 -3.397 0.080
H -1.290 -2.375 -1.938
H -1.907 -3.829 -1.154
H -2.977 -2.429 -1.386
H -2.647 -0.197 -2.382
H -3.943 -0.666 -4.438
H -2.766 -1.271 -6.556
H -0.265 -1.332 -6.612
H 1.033 -0.877 -4.535
C 1.716 3.794 6.489
C 0.416 3.791 5.969
C 0.239 3.664 4.596
C 1.342 3.607 3.721
C 1.103 3.787 2.276
S 2.393 4.645 1.483
C 1.549 6.204 1.061
C 0.106 6.217 1.523
S -0.445 4.572 2.054
C 2.639 3.530 4.255
C 2.813 3.598 5.638
H 1.855 3.959 7.561
H -0.469 3.889 6.609
H -0.789 3.632 4.217
H 2.102 7.016 1.552
H 1.636 6.327 -0.027
H -0.021 6.819 2.434
H -0.571 6.582 0.739
H 3.494 3.431 3.580
H 3.813 3.510 6.068



140
Properties=species:S:1:pos:R:3 method="wB97M-V/def2-TZVPD" homo_lumo_gap_ha=0.3005 homo_energy_ev=-9.63 e_tot_ha=-3605.61403
C -0.893 2.728 0.956
C 0.023 3.879 0.935
N 0.729 4.813 0.887
H -0.728 2.229 0.000
H -1.894 3.159 0.946
H -0.703 1.997 1.742
C 1.749 -2.254 3.839
C 0.464 -1.625 3.467
N -0.537 -1.074 3.163
H 1.705 -3.263 3.428
H 1.785 -2.357 4.924
H 2.634 -1.653 3.633
C -3.657 4.885 -0.982
C -3.661 3.416 -0.974
N -3.643 2.266 -1.000
H -2.856 5.340 -0.400
H -4.660 5.189 -0.684
H -3.412 5.164 -2.007
C 0.492 -3.239 -3.688
C 0.246 -1.956 -4.319
N 0.057 -0.928 -4.826
H 0.033 -3.249 -2.700
H 1.535 -3.483 -3.890
H 0.003 -4.024 -4.265
C 1.539 4.895 -2.342
C 0.461 3.889 -2.489
N -0.376 3.062 -2.619
H 2.015 4.672 -1.387
H 1.023 5.850 -2.249
H 2.228 4.750 -3.174
C -3.788 -4.078 -2.603
C -2.978 -3.268 -1.676
N -2.269 -2.631 -0.981
H -4.252 -4.743 -1.874
H -3.142 -4.592 -3.315
H -4.470 -3.415 -3.135
C 4.140 -6.875 -2.375
C 3.505 -5.556 -2.146
N 2.958 -4.542 -1.958
H 5.164 -6.644 -2.667
H 3.521 -7.372 -3.122
H 4.130 -7.354 -1.396
C 4.407 3.686 0.861
C 4.615 3.496 -0.613
N 4.676 3.367 -1.742
H 5.202 3.137 1.364
H 3.364 3.470 1.094
H 4.639 4.729 1.078
C -2.740 -4.073 4.046
C -1.483 -4.803 4.302
N -0.483 -5.403 4.441
H -2.807 -3.894 2.973
H -2.693 -3.159 4.639
H -3.495 -4.790 4.368
C 2.558 1.157 -3.447
C 2.941 0.676 -4.795
N 3.320 0.350 -5.836
H 1.586 0.747 -3.173
H 2.382 2.232 -3.473
H 3.334 1.018 -2.695
C 6.739 0.259 -3.983
C 7.398 1.531 -4.453
N 7.831 2.534 -4.871
H 7.423 -0.239 -3.295
H 6.780 -0.454 -4.806
H 5.723 0.487 -3.661
C 6.951 -1.727 -0.372
C 7.348 -2.013 1.001
N 7.628 -2.290 2.133
H 6.447 -2.541 -0.893
H 7.858 -1.344 -0.840
H 6.274 -0.881 -0.255
C -0.284 -0.400 -0.450
C 1.049 0.177 -0.445
N 2.110 0.670 -0.392
H -0.038 -1.394 -0.075
H -0.647 -0.390 -1.477
H -0.940 0.219 0.162
C -0.548 -5.235 0.038
C -1.708 -6.041 0.413
N -2.670 -6.640 0.723
H -0.716 -4.500 -0.749
H 0.210 -5.889 -0.393
H -0.139 -4.792 0.946
C 3.546 0.984 3.125
C 4.862 0.615 2.761
C 5.763 0.216 3.702
C 5.367 0.017 5.039
C 4.023 0.367 5.408
C 3.143 0.872 4.473
N 6.336 -0.654 5.960
O 5.960 -0.853 7.130
O 7.403 -1.074 5.543
H 2.910 1.404 2.360
H 5.243 0.759 1.761
H 6.743 -0.011 3.309
H 3.574 0.232 6.381
H 2.162 1.217 4.765
C -5.468 -0.035 3.930
C -6.544 0.685 3.433
C -6.863 0.747 2.124
C -6.065 0.046 1.191
C -4.869 -0.585 1.613
C -4.657 -0.662 2.979
N -6.425 -0.040 -0.272
O -7.314 0.742 -0.604
O -5.971 -0.950 -0.892
H -5.302 -0.187 4.986
H -7.236 1.091 4.156
H -7.808 1.238 1.942
H -4.183 -1.187 1.035
H -3.803 -1.154 3.422
C -4.406 0.131 -3.979
C -3.183 -0.335 -4.507
C -2.899 -0.327 -5.893
C -3.885 0.196 -6.708
C -5.141 0.594 -6.247
C -5.393 0.557 -4.877
N -3.543 0.395 -8.161
O -4.366 0.587 -9.076
O -2.362 0.310 -8.468
H -4.612 0.099 -2.920
H -2.444 -0.705 -3.813
H -1.959 -0.680 -6.292
H -5.785 1.098 -6.952
H -6.305 0.927 -4.433
C -1.479 2.290 5.248
C -2.475 1.876 4.380
C -3.057 2.875 3.580
C -2.698 4.213 3.648
C -1.627 4.566 4.428
C -1.069 3.622 5.308
N -3.331 5.171 2.772
O -3.119 6.445 2.846
O -4.031 4.765 1.835
H -0.959 1.558 5.848
H -2.700 0.820 4.353
H -3.812 2.591 2.862
H -1.282 5.589 4.442
H -0.230 3.874 5.940